[1]
The following is a quantum chemistry calculation of an isolated ion of composition C30H37N4O2 and charge +1, from OMol25.

## Properties
Total charge = +1
Structure (SMILES) = COc1ccc(N2CCN(C(=O)C[NH+]3CCN(C(c4ccccc4)c4ccccc4)CC3)CC2)cc1
Max |F| = 0.9 eV/A

The geometry in XYZ format:
```
73
Properties=species:S:1:pos:R:3:forces:R:3
C -8.469207 -3.709368 1.446109 -0.098 -0.073 0.211
O -7.876389 -3.301158 0.235968 0.158 0.121 -0.290
C -7.071801 -2.207553 0.240151 0.092 0.125 0.064
C -6.542986 -1.831484 -0.997352 -0.115 -0.047 0.105
C -5.717951 -0.737227 -1.107695 -0.116 -0.053 0.090
C -5.400189 0.037298 0.011004 -0.120 -0.203 0.179
N -4.530238 1.131018 -0.141278 0.243 0.152 0.002
C -3.955836 1.745069 1.031947 0.006 -0.107 -0.004
C -2.910051 2.786214 0.574813 -0.209 -0.068 0.326
N -2.412149 2.432799 -0.735278 -0.010 0.111 -0.142
C -1.243824 1.888437 -1.008701 0.492 0.022 0.309
O -0.883489 1.523037 -2.127739 -0.085 -0.068 -0.348
C -0.196663 1.699081 0.121940 -0.562 0.165 0.040
N 0.990881 1.171969 -0.568845 -0.322 -0.078 -0.716
C 1.474191 -0.136397 -0.088895 0.411 -0.771 0.130
C 2.555483 -0.661610 -1.054350 -0.215 0.037 0.183
N 3.636952 0.258528 -1.272447 0.163 0.062 -0.161
C 4.815440 0.184377 -0.410415 0.057 0.022 -0.055
C 5.569538 -1.113108 -0.640079 0.027 -0.005 -0.043
C 6.499905 -1.549309 0.295926 0.013 -0.004 -0.021
C 7.226508 -2.706112 0.077463 0.069 0.005 0.040
C 7.038707 -3.438172 -1.082355 0.020 -0.049 -0.033
C 6.131690 -2.996367 -2.029593 0.036 -0.075 -0.044
C 5.405801 -1.837985 -1.813253 -0.005 0.030 0.030
C 4.507445 0.432618 1.055086 0.125 0.118 0.085
C 4.661084 1.707776 1.588822 0.059 -0.167 -0.028
C 4.338555 1.967246 2.910702 -0.051 0.095 0.064
C 3.858262 0.951371 3.719571 -0.023 0.065 0.051
C 3.713433 -0.325775 3.202482 -0.075 -0.083 -0.024
C 4.035522 -0.583759 1.880898 0.082 0.077 0.024
C 3.153290 1.555232 -1.648191 -0.167 0.142 0.171
C 2.114980 2.124394 -0.663174 0.721 0.436 -0.254
C -3.425726 2.510938 -1.781609 -0.227 -0.044 -0.398
C -4.780708 2.102326 -1.182492 0.087 0.088 -0.013
C -5.913954 -0.348712 1.242317 0.192 0.268 -0.211
C -6.737049 -1.458067 1.360139 -0.261 -0.414 -0.038
H -7.715622 -3.999189 2.185471 -0.024 0.025 -0.025
H -9.079154 -4.575684 1.196831 0.033 0.061 0.073
H -9.108646 -2.925680 1.864271 0.034 -0.019 -0.012
H -6.793685 -2.424315 -1.862074 -0.023 -0.079 -0.121
H -5.307065 -0.484848 -2.073386 0.070 0.012 -0.110
H -4.700369 2.257401 1.663104 0.051 -0.040 0.014
H -3.482371 0.959492 1.627585 -0.036 0.065 0.056
H -2.103273 2.860856 1.300957 -0.021 0.069 -0.020
H -3.377781 3.770590 0.486301 0.129 -0.035 0.066
H 0.030935 2.643304 0.617172 0.048 -0.102 -0.006
H -0.565668 0.983102 0.857621 0.113 0.030 -0.004
H 0.581461 1.057944 -1.564577 0.193 0.073 0.592
H 0.639684 -0.838587 -0.061637 -0.083 0.121 -0.001
H 1.883722 -0.013300 0.916975 -0.190 0.085 -0.110
H 2.952702 -1.601741 -0.673757 -0.120 -0.045 -0.025
H 2.077315 -0.862545 -2.022298 -0.028 -0.102 0.042
H 5.475270 0.991730 -0.755331 -0.128 -0.017 0.071
H 6.664214 -0.978781 1.198466 0.010 0.010 0.087
H 7.944651 -3.032356 0.814197 0.070 -0.035 0.065
H 7.604723 -4.341059 -1.251707 0.048 -0.089 -0.014
H 5.991899 -3.550529 -2.945398 -0.009 -0.057 -0.080
H 4.717617 -1.485863 -2.565897 -0.076 0.023 -0.066
H 5.056732 2.502478 0.970649 0.063 0.078 -0.085
H 4.474665 2.960625 3.311023 0.021 0.087 0.052
H 3.614837 1.149353 4.751952 -0.012 0.017 0.104
H 3.359105 -1.127515 3.832645 -0.031 -0.076 0.070
H 3.944017 -1.588839 1.495273 0.019 -0.123 -0.030
H 3.987148 2.251627 -1.735004 -0.055 0.038 -0.019
H 2.678847 1.473137 -2.635331 0.002 0.110 -0.008
H 1.743145 3.082542 -1.028866 -0.136 -0.050 0.042
H 2.556069 2.250326 0.329389 -0.207 -0.013 -0.075
H -3.124467 1.829836 -2.578842 -0.078 0.101 0.099
H -3.461707 3.528079 -2.181998 0.022 -0.042 -0.024
H -5.301733 2.983711 -0.777716 -0.060 -0.039 -0.061
H -5.413392 1.672734 -1.955789 0.031 0.095 0.040
H -5.690523 0.213966 2.135242 0.027 0.091 0.073
H -7.115520 -1.716479 2.336135 -0.059 -0.060 0.072
```
Forces are in eV/Å.



[2]
The following is a quantum chemistry calculation of a 2-piece molecular cluster, C30H37O2Si overall at a distorted geometry, from OMol25.

## Properties
Total charge = +1
Max |F| = 2.3 eV/A

The geometry in XYZ format:
```
70
Properties=species:S:1:pos:R:3:forces:R:3
C 3.798975 0.262422 -3.319130 -0.041 0.182 0.010
C 3.363509 1.466036 -2.484465 0.115 0.083 -0.013
C 2.248552 1.164077 -1.495419 -0.344 -0.047 -0.080
C 1.807754 2.429181 -0.759057 -0.190 -0.449 0.444
O 1.237927 2.009711 0.521852 0.174 0.302 0.029
C 0.888394 2.954000 1.400939 -0.382 0.706 0.192
C 0.681856 4.284698 1.060053 -0.558 -1.627 0.540
O 0.754317 2.510117 2.647824 0.444 0.265 -0.817
Si -0.312466 1.610140 3.633240 0.397 0.201 -0.275
C 0.564837 1.717921 5.266364 0.004 -0.050 0.131
C -1.971618 2.452942 3.660957 -0.114 0.038 -0.029
C -0.389192 -0.107778 2.935555 -0.078 -0.147 0.055
H 4.639580 0.545338 -3.957351 -0.075 -0.122 0.019
H 4.119711 -0.567660 -2.682267 -0.061 0.085 -0.071
H 2.987233 -0.086452 -3.964735 0.087 -0.008 0.100
H 4.222698 1.842256 -1.916166 -0.021 0.025 -0.106
H 3.040543 2.278803 -3.146407 0.099 -0.038 -0.015
H 1.373165 0.771295 -2.033811 0.231 -0.102 0.167
H 2.584178 0.385785 -0.794054 -0.160 0.340 -0.021
H 2.650631 3.107278 -0.555792 -0.219 -0.138 0.034
H 1.044097 2.962509 -1.344898 0.197 -0.050 0.187
H 0.311934 4.904461 1.878566 -0.159 -0.322 -0.427
H 0.325575 4.401421 0.039719 0.255 0.159 0.390
H -0.002896 1.205045 6.053787 0.142 0.101 -0.113
H 1.557992 1.254447 5.199527 -0.221 0.071 0.026
H 0.702373 2.765242 5.567545 -0.072 -0.225 -0.059
H -2.607667 1.946622 4.402750 0.090 0.150 -0.194
H -1.889231 3.509813 3.950215 -0.002 -0.255 -0.044
H -2.478405 2.399799 2.687802 0.097 0.002 0.214
H -1.104063 -0.714995 3.509326 0.161 0.069 -0.172
H -0.706261 -0.100401 1.884707 0.031 -0.002 0.214
H 0.594942 -0.591010 2.990720 -0.208 0.094 -0.013
C 1.247773 11.290595 4.859968 0.156 -0.434 -0.150
C 0.430872 11.078548 3.742506 -0.053 -0.073 0.022
C 0.636595 9.978036 2.914298 0.308 -0.127 0.038
C 1.705912 9.081761 3.154534 -0.229 0.441 0.383
C 1.985338 7.978778 2.226741 -0.338 -0.647 -0.363
C 0.934271 7.428791 1.467160 0.030 -0.148 0.614
C 1.071257 6.618616 0.333489 0.697 1.974 -0.861
C 0.070515 6.594527 -0.726652 -0.480 -0.286 -0.117
C 0.391361 6.031632 -1.990084 -0.171 -0.189 0.442
C -0.619187 5.640315 -2.863202 0.023 0.272 0.050
C -1.963645 5.860926 -2.524875 0.302 0.095 0.267
C -2.279650 6.555604 -1.350146 0.111 0.236 -0.096
C -1.269664 6.977677 -0.485745 0.103 -0.563 -0.029
C 3.366994 7.519084 2.071748 0.963 0.053 -0.016
C 3.693309 6.165050 1.838938 -0.148 0.167 0.060
C 5.017589 5.769183 1.662451 0.043 0.126 0.051
C 6.053519 6.712295 1.709668 -0.420 0.185 0.029
C 5.749135 8.063128 1.932948 0.007 -0.290 0.010
C 4.431234 8.455016 2.129110 -0.322 0.019 -0.018
C 2.504491 9.296535 4.304694 0.053 -0.049 -0.196
C 2.276074 10.379123 5.149744 -0.289 0.074 -0.218
H 1.080910 12.151262 5.508720 0.043 -0.246 -0.208
H -0.377731 11.776903 3.511181 0.308 -0.241 0.113
H 0.004117 9.820692 2.038190 0.206 0.212 0.267
H -0.076906 7.698095 1.782105 0.385 0.099 -0.266
H 2.065364 6.271085 0.049489 -0.301 0.214 0.042
H 1.443107 5.881194 -2.250086 -0.341 -0.183 0.148
H -0.360665 5.152489 -3.804631 -0.104 0.206 0.262
H -2.757628 5.510646 -3.184840 0.222 0.109 0.190
H -3.320955 6.769339 -1.100869 0.339 -0.019 -0.153
H -1.516945 7.551717 0.409427 -0.059 -0.376 -0.264
H 2.887795 5.425523 1.821123 0.333 0.129 0.032
H 5.243785 4.714212 1.488012 -0.067 0.366 0.107
H 7.089537 6.400732 1.579145 -0.284 0.066 0.000
H 6.541131 8.813651 1.960863 -0.229 -0.276 -0.001
H 4.203370 9.509114 2.313154 0.109 -0.394 -0.150
H 3.314806 8.598559 4.530878 -0.317 0.235 -0.056
H 2.903674 10.515893 6.031370 -0.206 -0.028 -0.269
```
Forces are in eV/Å.



[3]
The following is a quantum chemistry calculation of C30H38BBrClGeHfN5O4S2 as an isolated structure, from OMol25.

## Properties
Total charge = +2
Max |F| = 0.5 eV/A

The geometry in XYZ format:
```
84
Properties=species:S:1:pos:R:3:forces:R:3
Hf 0.004773 -0.216309 0.793471 0.187 -0.464 0.201
B -3.287098 2.326977 -0.081110 -0.030 -0.194 0.013
C -2.626025 0.995957 0.041564 0.106 -0.079 -0.068
N -2.207492 -0.125035 0.102377 -0.019 -0.101 -0.160
H -4.328083 1.720403 -0.383944 -0.042 -0.007 -0.012
H -2.869469 2.915761 -1.030541 0.037 0.097 -0.059
H -3.409980 2.841587 0.987584 0.015 0.101 0.074
Ge -3.629603 -1.599636 -0.323754 0.129 0.079 -0.055
C -3.786890 -1.359792 -2.227135 -0.027 -0.081 0.096
C -2.879133 -0.639603 -2.998619 0.083 0.061 0.041
C -3.054549 -0.542232 -4.370674 -0.027 -0.015 -0.030
C -4.135616 -1.162571 -4.980491 0.015 0.004 0.018
C -5.044001 -1.882836 -4.218402 0.002 0.013 -0.027
C -4.870628 -1.982854 -2.847284 -0.056 -0.053 0.025
C -3.054246 -3.336874 0.275543 -0.054 0.084 -0.048
C -2.625615 -4.272207 -0.668270 -0.011 0.038 -0.086
C -2.434086 -5.595853 -0.303083 0.007 -0.019 0.018
C -2.659595 -5.992799 1.009628 0.001 -0.004 0.005
C -3.072407 -5.066728 1.959399 0.010 -0.009 -0.013
C -3.280081 -3.744615 1.590535 -0.021 0.059 0.065
H -4.714825 -1.018333 0.579678 -0.009 0.015 -0.031
H -2.032457 -0.136355 -2.546365 -0.014 -0.017 0.018
H -2.348777 0.023770 -4.963135 0.005 0.006 -0.008
H -4.273596 -1.082132 -6.049934 0.004 0.007 -0.012
H -5.890877 -2.362554 -4.689162 -0.008 -0.005 -0.007
H -5.596265 -2.548467 -2.272324 0.010 0.002 0.029
H -2.469004 -3.973001 -1.698650 -0.003 0.006 0.005
H -2.130454 -6.323245 -1.044153 0.007 -0.001 -0.009
H -2.527402 -7.029575 1.289535 -0.001 -0.008 0.005
H -3.264075 -5.380972 2.976440 -0.001 -0.006 0.011
H -3.643565 -3.039189 2.329259 -0.001 0.007 -0.007
C 5.346079 -3.707125 -1.197067 0.016 -0.016 -0.002
C 3.899875 -3.922672 -0.776337 -0.043 -0.034 0.003
N 3.128389 -2.675200 -0.729796 -0.068 0.014 0.014
C 3.253312 -1.721159 0.189451 0.128 0.053 -0.012
S 2.506991 -0.181877 -0.140467 -0.389 0.040 0.039
N 3.986004 -1.925668 1.265981 -0.024 -0.078 -0.058
C 4.149583 -0.991270 2.381148 -0.047 0.034 0.002
C 5.273862 -1.468760 3.279172 -0.001 0.011 0.015
H 5.858133 -4.665951 -1.260044 0.003 -0.010 0.009
H 5.891259 -3.081546 -0.490194 0.000 0.014 0.000
H 5.394503 -3.232412 -2.176088 -0.001 -0.001 -0.009
H 3.821261 -4.419203 0.193844 0.018 -0.004 0.012
H 3.388666 -4.571254 -1.486434 0.006 0.012 0.003
H 2.629958 -2.390945 -1.560602 0.034 -0.010 0.021
H 4.407617 -2.836974 1.384973 -0.011 0.014 -0.001
H 3.202848 -0.937281 2.925337 0.005 0.018 0.012
H 4.361337 -0.005208 1.969864 0.004 -0.010 0.017
H 5.057592 -2.452158 3.699686 -0.005 -0.017 -0.001
H 5.406863 -0.776779 4.108659 0.000 0.008 0.003
H 6.217447 -1.518691 2.736269 0.008 0.000 -0.008
S -1.540711 -0.522681 2.974388 0.338 0.255 -0.305
C -0.411667 -0.337773 4.259776 -0.120 -0.190 0.012
N -0.518929 -0.990229 5.405932 -0.055 0.094 -0.044
C 0.547889 -0.645247 6.347639 0.042 -0.017 0.041
C 1.256242 0.514286 5.615744 0.044 0.032 0.036
N 0.640828 0.473125 4.283080 0.030 -0.014 -0.108
H -1.235214 -1.677646 5.568912 0.029 -0.021 0.007
H 1.206707 -1.500102 6.498255 -0.013 0.010 -0.002
H 0.135464 -0.342211 7.307138 0.018 -0.002 -0.006
H 2.331536 0.365378 5.550470 -0.006 0.006 0.014
H 1.060598 1.476568 6.088372 0.003 -0.010 -0.008
H 0.770627 1.186435 3.577676 -0.045 0.038 0.070
Cl 1.713823 -4.758098 2.309066 0.045 -0.041 0.002
C 0.528184 -4.226393 1.115376 -0.018 0.057 -0.014
C 0.473957 -2.737242 0.985225 -0.041 -0.123 0.032
O 0.926141 -1.954303 1.862195 0.061 0.183 0.008
O -0.111339 -2.231654 -0.031825 -0.167 0.254 -0.043
H -0.465650 -4.557929 1.425007 0.019 -0.005 -0.009
H 0.742017 -4.667644 0.144553 0.023 0.004 0.022
Br 1.748654 8.152596 -0.382888 -0.008 -0.046 0.006
C 1.367191 6.336601 -0.115544 -0.001 0.000 0.021
C 1.044844 5.538596 -1.209121 0.013 0.035 -0.009
C 0.762752 4.203701 -1.010140 0.000 -0.016 0.009
C 0.803102 3.668121 0.280929 -0.022 -0.008 -0.011
C 1.126132 4.480634 1.371758 -0.016 -0.050 -0.006
C 1.409963 5.814862 1.175411 0.008 0.025 -0.005
C 0.491269 2.270787 0.474315 -0.059 0.278 0.104
O 0.479193 1.704426 1.639024 0.112 -0.037 0.219
O 0.190773 1.493097 -0.497413 -0.130 -0.229 -0.087
H 1.016374 5.969303 -2.199503 -0.003 -0.009 -0.007
H 0.507787 3.569265 -1.847459 -0.005 -0.008 -0.002
H 1.148667 4.061877 2.368192 -0.003 0.001 0.006
H 1.660631 6.456636 2.007524 -0.001 0.002 0.003
```
Forces are in eV/Å.



Listing DFT total energy for the structures above in their given order: -41760.1140, -43676.9063, -210094.7839 eV.